Entry 1:
Density functional theory data (ωB97M-V/def2-TZVPD) for C27H43BrFGeN6O3Ti as an isolated structure.

Output
charge	+1
energy above the lowest of the compared OMol25 structures with the same formula, charge and spin	0.0	kJ/mol
spin multiplicity	1
orbital gap (spin up / spin down)	0.1905 / 0.1905	hartree

The geometry in XYZ format:
```
83
Properties=species:S:1:pos:R:3:forces:R:3:mulliken_charge:R:1
Ti 0.4229 0.6684 0.0982 0.107 -0.004 0.485 -0.70
C -0.3672 1.6898 2.8359 0.021 0.063 -0.014 -1.00
C -0.4063 0.1908 3.1200 0.013 -0.022 0.023 -0.77
N 0.0786 -0.6320 1.9904 0.015 0.018 -0.076 0.59
C -0.6916 -1.8753 1.8046 0.067 -0.003 0.069 -0.69
C -1.8538 -1.6720 0.8068 -0.047 0.000 -0.044 -0.95
N -1.8582 -0.3011 0.3130 0.014 -0.015 0.012 -0.13
C -2.7379 0.6133 1.0511 -0.027 -0.011 -0.037 -0.81
C -2.1642 2.0222 1.1234 0.038 0.046 0.014 -0.93
N -0.7204 2.0049 1.4389 -0.034 -0.020 -0.021 0.03
H -1.0359 2.2081 3.5336 0.004 -0.017 -0.002 0.41
H 0.6465 2.0576 2.9815 -0.006 -0.026 0.005 0.47
H 0.1874 -0.0070 4.0169 -0.016 0.005 -0.007 0.45
H -1.4201 -0.1264 3.3551 -0.010 0.015 -0.004 0.41
H 1.0419 -0.8792 2.1645 0.038 -0.016 0.029 -0.48
H -0.0064 -2.6209 1.4071 0.000 -0.003 -0.007 0.31
H -1.0539 -2.2400 2.7702 0.000 -0.016 -0.016 0.54
H -1.7008 -2.3316 -0.0444 -0.010 -0.006 0.015 0.41
H -2.8125 -1.9373 1.2632 0.011 -0.007 0.004 0.36
H -2.0609 -0.2552 -0.6766 0.000 -0.009 -0.004 0.39
H -3.7348 0.6660 0.6023 0.020 0.002 0.000 0.52
H -2.8810 0.2107 2.0528 -0.013 0.014 0.013 0.34
H -2.2608 2.5001 0.1516 -0.027 -0.002 0.015 0.37
H -2.7149 2.6116 1.8648 -0.005 -0.028 0.001 0.47
H -0.3427 2.9236 1.2263 -0.002 0.004 -0.008 0.38
F 6.3023 3.0807 -1.7820 0.026 -0.007 0.000 -0.41
C 5.2608 2.6964 -2.5538 -0.096 0.114 0.143 0.58
C 4.0016 2.6657 -2.0273 0.021 0.001 -0.056 -0.86
C 2.9279 2.3039 -2.8446 0.196 -0.029 -0.221 0.81
C 1.5955 2.1752 -2.2598 -0.115 0.015 0.309 1.58
O 1.4330 2.3813 -1.0394 0.097 0.110 -0.210 -0.87
C 0.5606 1.7831 -3.1482 0.052 0.051 -0.308 0.30
C 0.8399 1.5522 -4.4574 -0.033 0.019 0.150 -0.70
N 2.0818 1.6037 -4.9893 0.069 0.016 -0.039 0.25
C 2.2818 1.2911 -6.3854 -0.003 -0.030 -0.044 -0.32
C 2.9975 0.0198 -6.7473 -0.008 0.000 -0.001 -0.45
C 1.5225 0.1486 -6.9828 0.016 0.006 0.001 -1.03
C 3.1534 1.9838 -4.1946 -0.148 -0.007 0.137 0.23
C 4.4587 2.0166 -4.7003 0.124 -0.058 0.037 -0.96
C 5.5165 2.3533 -3.8815 -0.052 -0.030 -0.081 -1.80
N 6.8488 2.3355 -4.4080 -0.051 0.020 -0.162 0.67
C 7.8056 1.5096 -3.6774 0.043 -0.086 0.053 -0.57
C 9.1146 1.4707 -4.4877 0.024 0.034 -0.050 -0.70
N 8.8081 1.9538 -5.8753 -0.039 0.010 0.006 -0.14
C 8.4412 3.4146 -5.8678 0.060 -0.064 -0.022 -0.85
C 7.4289 3.6328 -4.7304 0.039 0.071 0.098 -0.49
C -0.8377 1.5852 -2.6514 -0.138 -0.269 0.186 -0.25
O -1.7730 1.5864 -3.4346 0.046 0.089 -0.069 -0.76
O -0.9123 1.3700 -1.3851 -0.011 0.190 -0.089 0.05
H 3.8204 2.9065 -0.9892 -0.018 0.001 0.022 0.51
H 0.0341 1.2891 -5.1287 -0.011 0.003 0.007 0.76
H 2.4497 2.1620 -7.0089 -0.004 0.000 0.016 0.44
H 3.3060 -0.6143 -5.9268 -0.004 -0.003 0.003 0.26
H 3.6644 0.0388 -7.5984 0.003 0.002 0.000 0.32
H 0.8713 -0.4217 -6.3360 0.001 0.000 0.008 0.37
H 1.1637 0.2724 -7.9937 0.001 0.002 -0.001 0.26
H 4.6605 1.7402 -5.7240 0.011 0.010 -0.016 0.50
H 7.3882 0.5083 -3.5726 -0.005 0.012 -0.014 0.49
H 8.0302 1.8904 -2.6772 -0.030 -0.013 -0.009 0.42
H 9.5335 0.4700 -4.5587 -0.002 0.001 0.019 0.37
H 9.8744 2.1433 -4.0939 -0.009 -0.013 0.019 0.34
H 7.9842 1.4426 -6.2008 0.009 -0.007 -0.002 0.39
H 9.5821 1.7762 -6.5130 0.005 0.004 0.002 0.30
H 8.0253 3.6389 -6.8479 -0.009 0.008 0.007 0.40
H 9.3628 3.9766 -5.7311 -0.019 0.022 0.000 0.37
H 6.6474 4.3110 -5.0648 0.003 -0.010 0.003 0.44
H 7.9187 4.0903 -3.8616 -0.020 0.000 -0.011 0.36
C 4.6469 -0.6927 -0.1755 0.053 -0.011 -0.010 -0.86
Ge 3.5719 -0.3415 1.4337 -0.110 0.130 0.047 0.54
C 4.7517 0.5094 2.7569 0.028 -0.053 -0.009 -1.34
C 3.0461 -2.0991 2.1479 0.007 0.008 0.040 -1.38
C 2.1362 0.8418 0.9070 -0.214 -0.135 -0.148 0.56
H 5.5804 -1.1959 0.0843 0.011 -0.023 -0.023 0.45
H 4.8819 0.2532 -0.6694 0.015 -0.007 0.012 -0.07
H 4.0809 -1.3135 -0.8710 -0.009 0.017 0.010 0.36
H 5.5851 -0.1489 3.0093 0.010 0.019 0.015 0.38
H 4.2108 0.7456 3.6735 -0.019 -0.013 0.011 0.39
H 5.1574 1.4401 2.3583 0.007 0.018 -0.014 0.36
H 3.9539 -2.6802 2.3164 0.007 -0.020 -0.015 0.48
H 2.4290 -2.6411 1.4305 -0.024 -0.011 -0.010 0.32
H 2.5266 -2.0440 3.1081 -0.009 0.008 -0.007 0.41
H 2.6240 1.7748 0.6143 0.038 0.006 -0.035 0.21
Br 0.9028 -1.3988 -1.2580 0.043 -0.082 -0.134 -0.48
```
Forces are in eV/Å.



Entry 2:
Density functional theory data (ωB97M-V/def2-TZVPD) for C27H43BrN2OP2Pb as an isolated structure in a non-equilibrium geometry.

Output
charge	+4
energy above the lowest of the compared OMol25 structures with the same formula, charge and spin	163.6	kJ/mol
spin multiplicity	1
orbital gap (spin up / spin down)	0.1192 / 0.1276	hartree

The geometry in XYZ format:
```
77
Properties=species:S:1:pos:R:3:forces:R:3:mulliken_charge:R:1
C 1.9991 4.2028 -0.9807 -0.277 -0.409 -0.936 -0.18
C 0.8988 3.8150 -1.7731 0.629 -0.620 -0.181 0.19
C 1.1322 3.3910 -3.0975 0.605 0.334 0.912 -0.31
C 2.4451 3.4295 -3.5723 1.089 -0.409 -1.947 -0.56
N 3.4799 3.8080 -2.8242 -4.226 0.185 1.652 0.13
C 3.2659 4.1959 -1.5687 2.028 0.574 0.566 -0.58
C -0.3970 3.6631 -1.1836 -1.588 0.831 0.807 -0.98
C -1.4940 3.6718 -0.6276 1.869 -1.909 -0.106 0.79
C -2.6166 3.1036 0.0738 -0.184 1.274 -0.555 0.34
C -2.5780 1.8309 0.7048 -0.631 -0.875 0.323 0.63
C -3.7581 1.2444 1.1772 1.539 0.018 -0.335 -0.10
C -4.9260 2.0253 1.1130 -2.367 -0.589 0.829 0.00
C -4.9671 3.3451 0.6196 0.782 1.258 -0.701 -0.48
C -3.7922 3.8760 0.0581 -1.588 0.017 0.578 -0.79
Pb -0.3004 -0.9945 0.6395 0.180 1.108 -0.588 1.14
P 2.2797 -0.6374 -0.5683 1.344 -0.448 -0.299 0.31
H 0.3424 2.9776 -3.7168 0.212 0.277 -0.126 0.59
H 1.8880 4.4399 0.0737 0.194 0.215 -0.250 0.55
H 2.6697 3.1254 -4.5993 -0.074 0.050 0.167 0.45
H 4.1390 4.5125 -0.9914 -0.126 -0.033 -0.076 0.44
H -3.7727 4.8949 -0.3741 -0.128 -0.785 0.310 0.54
H -1.6013 1.3328 0.7883 -0.622 0.215 -0.071 0.05
H -5.8892 3.9494 0.6690 0.539 -0.486 -0.081 0.48
H -3.8379 0.2193 1.5860 0.338 0.783 -0.215 0.52
C 2.9373 -2.3463 -0.2762 -0.212 -0.136 0.190 -0.59
C 4.0653 -2.8785 -1.1647 0.277 -0.077 -0.183 -1.33
H 2.0607 -3.0139 -0.3660 0.240 0.082 0.020 0.46
H 3.2516 -2.4037 0.7806 -0.211 0.124 -0.248 0.51
H 4.2656 -3.9270 -0.9042 -0.087 0.299 -0.034 0.44
H 3.8149 -2.8615 -2.2329 -0.005 0.050 0.244 0.30
H 5.0033 -2.3292 -1.0165 -0.272 -0.091 -0.045 0.27
C 2.4359 -0.2782 -2.3803 -0.611 0.006 -0.030 -0.04
C 3.7737 0.1740 -2.9593 0.359 0.094 0.017 -1.40
H 1.6878 0.5092 -2.5545 0.026 -0.122 -0.088 0.10
H 2.0663 -1.1610 -2.9260 0.079 0.168 0.249 0.38
H 3.6833 0.2833 -4.0433 -0.050 -0.163 0.042 0.43
H 4.0795 1.1609 -2.5936 0.004 -0.239 0.205 0.21
H 4.5904 -0.5301 -2.7723 -0.199 0.140 -0.015 0.32
C 3.4404 0.5358 0.2914 -0.528 0.177 0.366 0.07
C 4.9231 0.1745 0.4231 0.288 -0.157 -0.129 -1.33
H 3.0066 0.6547 1.3005 0.197 0.055 -0.260 0.40
H 3.3366 1.5186 -0.2003 -0.106 -0.298 0.084 -0.10
H 5.4338 0.9544 1.0032 -0.173 -0.171 -0.114 0.43
H 5.0810 -0.7701 0.9602 -0.096 0.234 -0.189 0.33
H 5.4299 0.1148 -0.5492 -0.184 -0.047 0.264 0.27
Br -6.5567 1.2740 1.7783 1.713 0.809 -0.697 0.18
P -1.6640 -1.7542 -1.6984 -0.356 -1.422 0.029 0.49
C -0.6651 -2.6576 -2.9312 0.576 -0.280 -0.354 -0.26
C -1.2405 -3.9525 -3.5195 -0.245 -0.285 -0.245 -1.39
H 0.2886 -2.8927 -2.4253 -0.269 0.061 -0.142 0.20
H -0.4025 -1.9630 -3.7463 -0.102 -0.070 0.285 0.47
H -0.5024 -4.4382 -4.1759 -0.176 0.276 0.223 0.43
H -1.5012 -4.6906 -2.7528 0.083 0.209 -0.069 0.31
H -2.1381 -3.7764 -4.1243 0.203 0.047 0.141 0.29
C -2.7669 -2.9883 -0.8520 -0.174 0.035 0.243 -0.59
C -4.1517 -3.2561 -1.4591 -0.281 -0.175 -0.190 -1.31
H -2.9125 -2.5907 0.1720 0.045 -0.189 -0.248 0.40
H -2.2254 -3.9451 -0.7359 -0.020 0.456 -0.045 0.44
H -4.7355 -3.9138 -0.7945 0.316 0.204 -0.227 0.43
H -4.7428 -2.3404 -1.5865 0.193 -0.135 0.030 0.28
H -4.0917 -3.7527 -2.4375 0.051 0.136 0.306 0.27
C -2.7338 -0.5535 -2.5375 -0.098 0.871 -0.190 -0.37
C -3.2019 -0.9026 -3.9477 -0.225 -0.286 -0.536 -1.35
H -2.1402 0.3717 -2.5794 -0.118 -0.024 -0.030 0.31
H -3.5991 -0.3189 -1.9009 0.233 -0.179 0.035 0.38
H -3.7694 -0.0826 -4.4027 0.108 -0.043 0.291 0.41
H -2.3764 -1.1059 -4.6315 0.080 0.019 0.127 0.34
H -3.8517 -1.7794 -3.9754 0.052 0.061 0.148 0.28
C -0.1809 0.5970 3.9742 0.143 0.833 -0.258 -0.79
C -0.2847 -0.8810 3.9310 -0.027 -2.147 0.688 0.83
N -0.2837 -1.5446 5.0884 0.013 0.981 -1.057 -0.34
O -0.3717 -1.5862 2.8729 0.088 0.591 0.997 -0.77
H -0.1842 0.9719 5.0037 0.055 -0.026 -0.316 0.40
H -1.0109 1.0712 3.4326 0.040 -0.237 0.187 0.09
H 0.7396 0.9346 3.4703 -0.167 -0.202 0.275 0.18
H -0.3665 -2.5512 5.0207 0.082 0.045 0.469 0.26
H -0.1721 -1.0433 5.9593 -0.094 -0.437 0.106 0.23
```
Forces are in eV/Å.



Entry 3:
Density functional theory data (ωB97M-V/def2-TZVPD) for C27H43BrN2P2Pt as an isolated structure in a non-equilibrium geometry.

Output
charge	+2
spin multiplicity	3
orbital gap (spin up / spin down)	0.2076 / 0.2007	hartree

The geometry in XYZ format:
```
76
Properties=species:S:1:pos:R:3:forces:R:3:mulliken_charge:R:1
N -1.6186 -4.9505 -3.9099 -0.426 -0.084 -0.145 -0.53
C -1.6188 -5.2609 -2.6144 0.662 0.291 0.059 -0.54
C -1.0434 -4.4276 -1.6494 -0.211 0.842 -0.360 -0.57
C -0.6211 -3.1274 -2.0537 0.607 -0.979 -1.314 -0.07
C -0.5330 -2.8613 -3.4433 -0.588 -0.670 0.454 -0.31
C -1.0830 -3.8018 -4.3251 0.542 0.100 0.565 -0.67
C -0.6561 -2.0737 -1.0567 0.069 1.497 0.854 -1.26
Pt -0.0222 -0.0147 -0.0816 3.102 -1.319 -0.442 1.62
P -0.1397 2.0044 0.7937 0.493 2.367 -0.370 0.58
C -1.2670 -0.7961 -1.4294 -4.183 -2.170 -1.249 -0.06
C -2.6526 -0.5177 -0.9762 3.119 0.392 -0.551 0.24
C -3.2976 0.6489 -1.4444 -0.990 1.449 -0.180 -0.08
C -4.3747 1.1544 -0.7905 0.714 -0.370 -0.249 -0.98
C -4.9905 0.3907 0.3223 -0.609 -0.546 -0.814 0.00
C -4.2938 -0.8458 0.7439 0.607 -0.242 -0.763 -1.19
C -3.2364 -1.3127 0.0245 -1.160 -0.652 1.557 0.12
Br -5.5007 1.4433 1.8120 -0.314 0.637 0.953 0.01
H -0.7040 -2.4574 -0.0376 -0.791 0.029 -0.335 0.58
H -1.0672 -0.4620 -2.4488 -0.118 -0.009 0.046 0.89
H -1.0538 -4.7238 -0.5987 -0.082 0.215 -0.238 0.47
H -0.1361 -1.9224 -3.8192 -0.128 -0.085 0.032 0.46
H -2.1004 -6.2003 -2.3132 0.320 0.332 -0.248 0.37
H -1.1036 -3.6062 -5.4001 0.046 -0.132 0.314 0.40
H -2.8664 1.1621 -2.3089 -0.135 -0.031 0.356 0.51
H -2.8012 -2.2917 0.2254 -0.095 0.358 0.191 0.57
H -4.8356 2.1051 -1.0539 0.045 -0.273 -0.122 0.50
H -4.6815 -1.3546 1.6226 -0.041 -0.125 -0.290 0.47
P 2.3182 -0.2148 -0.1549 0.737 0.335 -0.510 0.20
C -1.7071 2.0178 1.5665 -0.389 0.097 0.130 -0.61
C -2.5377 3.2297 1.6790 -0.751 0.214 0.534 -1.27
H -2.1428 1.0551 1.8453 0.190 0.216 0.047 0.63
H -5.9977 0.0965 -0.0553 0.471 -0.155 0.029 0.55
H -3.4540 2.9684 2.2256 0.383 0.378 -0.146 0.14
H -2.0299 4.0407 2.2200 -0.035 -0.095 -0.220 0.42
H -2.8648 3.6292 0.7058 0.199 -0.036 0.088 0.22
C -0.1028 3.2341 -0.5924 -0.166 0.060 0.233 -0.29
C 0.1230 4.7158 -0.3030 -0.052 0.275 -0.133 -1.52
H -1.0662 3.0978 -1.1023 0.143 -0.063 0.022 0.37
H 0.6655 2.8712 -1.2929 -0.203 0.015 0.250 0.26
H 0.0901 5.2528 -1.2598 0.038 -0.031 0.256 0.46
H -0.6568 5.1462 0.3351 0.170 -0.122 -0.079 0.29
H 1.0997 4.9224 0.1483 -0.175 -0.110 -0.047 0.33
C 1.1663 2.5696 1.9885 -0.064 -0.422 0.115 -0.07
C 0.7706 3.6889 2.9623 0.122 0.169 0.007 -1.55
H 2.0539 2.8582 1.3968 -0.351 -0.099 0.143 0.37
H 1.4501 1.6823 2.5780 -0.103 0.204 -0.209 0.43
H 1.5819 3.8040 3.6948 -0.273 0.022 -0.164 0.45
H 0.6471 4.6563 2.4589 -0.050 -0.297 0.133 0.28
H -0.1489 3.4517 3.5130 0.254 0.027 -0.154 0.34
C 3.3193 -0.1893 1.3786 -0.425 -0.130 0.125 -0.21
C 4.7719 -0.6094 1.1593 0.339 -0.099 0.063 -1.17
H 2.8198 -0.8319 2.1146 0.204 0.090 -0.061 0.21
H 3.2684 0.8374 1.7697 -0.007 -0.282 -0.170 0.36
H 4.8678 -1.6822 0.9575 -0.045 0.290 0.032 0.24
H 5.2479 -0.0631 0.3342 -0.108 -0.137 0.276 0.30
H 5.3444 -0.3956 2.0705 -0.091 -0.056 -0.247 0.42
C 3.0657 1.1523 -1.1180 -0.216 0.001 0.136 -0.60
C 2.5747 1.1555 -2.5624 0.077 0.140 -0.315 -1.30
H 4.1600 1.0606 -1.0702 -0.283 -0.043 -0.028 0.56
H 2.8097 2.0891 -0.5986 0.040 -0.221 -0.169 0.16
H 2.9859 0.3054 -3.1241 -0.111 0.268 0.127 0.34
H 1.4790 1.0990 -2.6203 0.180 0.040 0.016 0.21
H 2.8946 2.0802 -3.0601 -0.095 -0.291 0.033 0.41
C 2.7205 -1.7340 -1.1004 0.164 0.180 -0.244 -0.59
C 2.6911 -3.0191 -0.2780 -0.056 -0.388 0.027 -1.33
H 3.7055 -1.5886 -1.5723 -0.208 -0.023 0.158 0.65
H 1.9828 -1.7914 -1.9162 0.261 0.123 0.252 0.17
H 2.4160 -3.8577 -0.9272 0.084 0.116 0.159 0.38
H 3.6672 -3.2546 0.1620 -0.292 0.114 -0.067 0.39
H 1.9480 -2.9808 0.5268 0.058 -0.013 -0.082 0.18
C 0.0405 -2.3217 3.9468 0.096 -0.359 0.434 -1.54
C 0.0901 -1.6281 2.6809 -0.238 1.441 -1.854 0.17
N 0.0854 -1.0142 1.6916 0.127 -2.294 3.569 0.53
H 0.3394 -1.6332 4.7497 -0.090 -0.212 -0.209 0.34
H 0.7275 -3.1799 3.9268 -0.210 0.240 0.048 0.34
H -0.9820 -2.6792 4.1320 0.295 0.102 -0.043 0.41
```
Forces are in eV/Å.



no.,electronic energy (eV)
1,-196166.7123
2,-127548.0349
3,-123525.3918